{
  "formula": "C6H9KN3O4S",
  "method": "the ωB97M-V functional and the def2-TZVPD basis",
  "charge": -1,
  "homo_lumo_gap_ev": 2.10,
  "homo_ev": -1.47,
  "e_tot_ha": -1697.2599,
  "species": ["K", "S", "O", "O", "O", "O", "C", "C", "N", "H", "H", "H", "C", "C", "N", "H", "H", "H", "C", "C", "N", "H", "H", "H"],
  "coordinates": [[0.38956, -1.10570, -0.82407], [-2.97771, -3.02980, -6.07813], [-4.09188, -3.29013, -5.23021], [-1.86203, -2.46768, -5.28816], [-2.57035, -4.28196, -6.69870], [-3.38379, -2.08438, -7.09496], [2.58312, -8.07591, 1.08800], [2.96297, -6.69369, 0.88590], [3.29373, -5.57322, 0.68852], [1.58869, -8.02443, 1.53135], [3.33633, -8.54166, 1.72350], [2.75294, -8.53808, 0.11555], [3.26219, 4.70312, 4.87969], [2.86500, 3.59499, 4.03239], [2.51462, 2.67603, 3.43006], [3.24278, 4.26295, 5.87669], [2.53576, 5.51351, 4.81880], [4.26916, 5.06106, 4.66528], [-3.78946, 6.31204, -0.33384], [-2.76267, 5.33322, -0.54756], [-1.92801, 4.56203, -0.67232], [-3.41470, 7.31992, -0.15550], [-4.48579, 6.06575, 0.46776], [-4.33047, 6.30203, -1.28006]]
}

---

{
  "formula": "C6H9MgO5Zn",
  "method": "the ωB97M-V functional and the def2-TZVPD basis",
  "charge": 0,
  "spin_multiplicity": 2,
  "homo_lumo_gap_ev": [5.28, 5.10],
  "relative_energy_kcal_mol": 49.8,
  "homo_ev": [-6.27, -6.28],
  "e_tot_ha": -2589.4811,
  "species": ["O", "C", "C", "O", "Zn", "H", "H", "O", "C", "C", "O", "C", "C", "O", "Mg", "H", "H", "H", "H", "H", "H", "H"],
  "coordinates": [[-2.44355, 0.73973, 1.06835], [-1.46433, 0.94789, 1.99706], [-0.47708, 1.89206, 1.59144], [-0.28364, 2.02215, 0.21913], [-1.45895, 0.65130, -0.63928], [-1.80420, 1.04272, 3.04015], [-0.45352, 2.85936, 2.10946], [2.11487, 0.27959, -0.23577], [1.57163, -0.35324, 0.84180], [0.48315, -1.33211, 0.65933], [-0.34363, -1.09268, -0.48250], [0.11070, -1.50575, -1.78592], [-0.39052, -0.48599, -2.74886], [-0.30602, 0.79299, -2.34532], [1.07030, 1.62417, -1.12081], [2.32084, -0.77820, 1.53564], [0.82750, -2.37099, 0.61842], [-0.25955, -2.51539, -2.01584], [1.21441, -1.53379, -1.74192], [-0.47743, -0.71111, -3.81590], [-0.41813, -0.85333, 1.65520], [0.86715, 0.68063, 1.59612]]
}